No. 1
The following is a DFT calculation (the ωB97M-V functional and the def2-TZVPD basis) of a 11-piece molecular cluster, C28H56NO42S10 overall in a non-equilibrium geometry.

```
137
C28H56NO42S10 the ωB97M-V functional and the def2-TZVPD basis
C -0.328 3.417 -1.871
C 1.072 3.373 -1.339
O 1.764 4.352 -1.338
O 1.593 2.207 -0.869
C 1.514 1.082 -1.781
C 1.871 1.373 -3.223
C 3.336 1.828 -3.420
C 3.452 2.508 -4.791
C 2.970 1.575 -5.928
C 1.540 1.922 -6.491
N 0.693 0.771 -6.657
H -0.469 2.785 -2.748
H -0.520 4.442 -2.189
H -1.116 3.170 -1.156
H 2.249 0.360 -1.413
H 0.542 0.576 -1.726
H 1.783 0.414 -3.740
H 1.172 2.039 -3.731
H 3.683 2.453 -2.594
H 3.924 0.904 -3.487
H 4.502 2.774 -4.968
H 2.888 3.448 -4.767
H 2.943 0.535 -5.603
H 3.681 1.698 -6.752
H 1.678 2.334 -7.501
H 1.081 2.723 -5.857
H 0.548 0.321 -5.755
C 2.173 1.645 2.251
C 2.406 2.814 3.171
O 2.318 2.264 4.492
S 2.866 0.771 4.484
O 4.219 0.762 4.925
O 1.892 -0.066 5.088
O 2.849 0.547 2.901
H 1.111 1.406 2.178
H 2.575 1.805 1.254
H 1.667 3.600 3.040
H 3.407 3.231 3.042
C -2.342 4.113 7.324
C -1.490 3.448 8.382
O -0.933 2.307 7.701
S -0.696 2.667 6.157
O 0.661 3.026 5.959
O -1.310 1.667 5.357
O -1.591 3.983 6.113
H -3.291 3.601 7.198
H -2.524 5.163 7.535
H -2.065 3.127 9.246
H -0.670 4.091 8.710
C 4.359 5.348 4.604
C 5.016 6.353 5.524
O 5.198 7.517 4.704
S 4.006 7.621 3.647
O 3.024 8.520 4.144
O 4.561 7.784 2.352
O 3.455 6.133 3.809
H 5.085 4.879 3.937
H 3.813 4.579 5.146
H 5.973 6.010 5.908
H 4.363 6.620 6.357
C -0.399 -3.565 -6.817
C 0.850 -3.888 -7.608
O 1.872 -3.116 -6.977
S 1.567 -2.992 -5.413
O 2.339 -3.968 -4.719
O 1.597 -1.624 -5.066
O 0.048 -3.483 -5.461
H -0.813 -2.596 -7.104
H -1.163 -4.334 -6.910
H 0.768 -3.611 -8.656
H 1.111 -4.946 -7.525
C -0.799 -7.660 -2.223
C 0.281 -8.361 -3.011
O -0.140 -8.222 -4.380
S -0.901 -6.828 -4.568
O -0.009 -5.855 -5.081
O -2.151 -7.089 -5.199
O -1.149 -6.515 -3.024
H -1.676 -8.286 -2.119
H -0.462 -7.338 -1.241
H 0.368 -9.408 -2.736
H 1.250 -7.871 -2.898
C -2.130 0.604 1.910
C -2.884 -0.502 1.201
O -3.843 0.190 0.382
S -3.219 1.577 -0.113
O -2.707 1.415 -1.421
O -4.145 2.613 0.190
O -1.999 1.633 0.915
H -2.697 1.008 2.751
H -1.149 0.291 2.256
H -3.394 -1.170 1.889
H -2.230 -1.081 0.546
C 1.718 9.757 1.015
C 2.383 10.747 1.944
O 2.570 11.923 1.137
S 1.374 12.046 0.085
O 0.395 12.941 0.592
O 1.932 12.222 -1.207
O 0.815 10.558 0.232
H 2.439 9.291 0.341
H 1.170 8.985 1.547
H 3.335 10.394 2.324
H 1.733 11.008 2.781
C -5.714 -9.097 -1.994
C -5.423 -10.548 -2.314
O -4.128 -10.780 -1.744
S -3.953 -9.899 -0.424
O -4.235 -10.694 0.717
O -2.742 -9.169 -0.542
O -5.185 -8.912 -0.671
H -5.188 -8.423 -2.673
H -6.776 -8.869 -2.006
H -5.403 -10.748 -3.382
H -6.137 -11.218 -1.830
C 0.830 -12.366 1.308
C 1.918 -13.093 0.546
O 1.528 -12.969 -0.829
S 0.784 -11.571 -1.052
O 1.723 -10.632 -1.550
O -0.451 -11.814 -1.704
O 0.517 -11.235 0.486
H -0.068 -12.978 1.408
H 1.155 -12.035 2.290
H 1.997 -14.141 0.819
H 2.889 -12.609 0.672
C -6.116 5.594 2.767
C -5.459 4.234 2.672
O -4.190 4.408 3.315
S -4.328 5.467 4.494
O -4.511 4.759 5.715
O -3.311 6.443 4.353
O -5.739 6.081 4.069
H -5.726 6.280 2.014
H -7.198 5.546 2.686
H -5.327 3.894 1.651
H -6.019 3.481 3.231
```

Values from the calculation:
**Electronic energy**: -8296.92313 a.u.
**Net charge**: -1
**Frontier orbital gap**: 2.3 eV
**Molecular weight**: 1399.4 g mol⁻¹
**E_HOMO**: -1.1 eV



No. 2
The following is a DFT calculation (the ωB97M-V functional and the def2-TZVPD basis) of a 7-piece molecular cluster, C28H56O21 overall in a non-equilibrium geometry.

```
105
C28H56O21 the ωB97M-V functional and the def2-TZVPD basis
C -5.444 1.282 0.192
C -5.470 0.296 1.309
O -4.403 -0.686 0.982
C -4.274 -1.560 1.935
O -5.023 -1.648 2.897
O -3.187 -2.265 1.749
C -2.754 -3.281 2.635
H -4.438 1.699 0.011
H -6.027 2.187 0.396
H -5.752 0.705 -0.631
H -6.381 -0.258 1.401
H -5.233 0.668 2.300
H -1.969 -2.986 3.298
H -2.357 -4.070 1.937
H -3.614 -3.652 3.201
C 1.662 0.075 -10.211
C 1.395 1.236 -9.314
O 1.380 0.731 -7.956
C 1.425 1.590 -6.912
O 1.217 2.741 -6.844
O 1.630 0.766 -5.865
C 1.676 1.526 -4.571
H 1.142 -0.800 -9.864
H 2.754 -0.082 -10.357
H 1.213 0.285 -11.196
H 0.430 1.712 -9.541
H 2.212 1.958 -9.299
H 2.122 0.913 -3.815
H 0.644 1.821 -4.336
H 2.363 2.391 -4.692
C 0.899 -2.525 1.673
C 1.419 -1.349 0.922
O 0.343 -0.488 0.432
C 0.702 0.454 -0.504
O 1.836 0.785 -0.711
O -0.386 1.037 -1.060
C -1.737 0.679 -0.578
H 0.415 -3.289 1.011
H 0.198 -2.150 2.421
H 1.756 -2.991 2.096
H 2.043 -1.639 0.054
H 2.059 -0.749 1.606
H -1.801 -0.367 -0.475
H -2.432 1.126 -1.296
H -1.892 1.043 0.473
C 3.398 2.993 1.174
C 4.335 3.622 2.164
O 3.739 3.867 3.440
C 2.880 4.834 3.583
O 2.588 5.736 2.826
O 2.267 4.705 4.804
C 2.608 3.504 5.492
H 2.456 3.493 1.087
H 3.093 1.966 1.392
H 3.859 2.861 0.169
H 4.737 4.570 1.713
H 5.177 3.007 2.403
H 2.171 3.585 6.591
H 3.658 3.267 5.532
H 2.163 2.685 4.929
C 6.423 0.191 -2.453
C 4.965 -0.156 -2.150
O 4.860 -1.069 -1.033
C 5.316 -0.621 0.188
O 5.667 0.492 0.477
O 5.213 -1.676 1.068
C 5.642 -1.313 2.378
H 7.088 0.445 -1.612
H 6.444 1.077 -3.147
H 6.798 -0.736 -2.993
H 4.484 -0.715 -2.995
H 4.380 0.733 -1.951
H 4.956 -0.626 2.867
H 6.678 -0.876 2.413
H 5.663 -2.260 2.826
C -1.292 -2.981 -2.175
C -2.680 -2.671 -2.496
O -3.482 -3.567 -1.686
C -4.756 -3.183 -1.552
O -5.249 -2.235 -2.124
O -5.302 -3.888 -0.611
C -6.692 -3.533 -0.231
H -0.656 -2.365 -2.740
H -1.128 -4.002 -2.316
H -1.099 -2.842 -1.092
H -2.804 -3.033 -3.510
H -3.065 -1.631 -2.344
H -7.304 -4.388 -0.038
H -7.154 -2.966 -1.015
H -6.613 -2.915 0.731
C -3.687 -1.246 6.335
C -3.558 -0.242 5.246
O -2.138 0.161 5.063
C -1.899 0.852 3.960
O -2.691 1.010 3.091
O -0.642 1.225 3.890
C -0.284 2.018 2.718
H -4.790 -1.557 6.362
H -3.455 -0.941 7.358
H -3.114 -2.183 6.040
H -4.017 0.652 5.482
H -3.964 -0.586 4.282
H -0.274 1.275 1.917
H 0.716 2.427 2.744
H -0.990 2.876 2.625
```

Values from the calculation:
**Electronic energy**: -2680.51923 a.u.
**Relative energy (zero: lowest compared OMol25 entry of this formula, charge and spin)**: 239.25 kJ/mol
**Frontier orbital gap**: 11.1 eV
**Molecular weight**: 728.7 g mol⁻¹
**Structure (SMILES)**: CCOC(=O)OC.CCOC(=O)OC.CCOC(=O)OC.CCOC(=O)OC.CCOC(=O)OC.CCOC(=O)OC.CCOC(=O)OC
**E_HOMO**: -10.7 eV



No. 3
The following is a DFT calculation (the ωB97M-V functional and the def2-TZVPD basis) of C28H57Ag2N3O6Zn as an isolated structure in a non-equilibrium geometry.

```
97
C28H57Ag2N3O6Zn the ωB97M-V functional and the def2-TZVPD basis
Zn -19.901 -31.686 15.449
Ag -17.501 -29.768 14.044
Ag -19.615 -28.237 16.750
C -20.346 -29.598 14.241
O -19.763 -30.664 13.783
O -19.651 -28.530 14.268
O -21.084 -29.948 15.289
C -15.542 -25.616 14.010
C -16.735 -25.124 13.180
C -16.196 -23.943 12.339
C -17.014 -23.642 11.068
C -17.350 -24.918 10.271
C -17.899 -26.068 11.112
N -17.115 -26.245 12.323
O -17.483 -27.416 13.038
C -19.412 -25.867 11.296
C -17.736 -27.315 10.237
C -17.877 -24.673 14.080
H -15.081 -24.833 14.615
H -14.810 -26.099 13.367
H -15.888 -26.346 14.749
H -16.354 -23.049 12.945
H -15.151 -24.007 12.044
H -16.434 -22.976 10.428
H -17.906 -23.058 11.311
H -16.427 -25.141 9.733
H -18.049 -24.565 9.511
H -19.854 -26.411 12.143
H -19.708 -24.846 11.561
H -20.048 -26.148 10.458
H -16.682 -27.440 9.969
H -17.932 -28.216 10.829
H -18.320 -27.388 9.323
H -18.116 -25.547 14.691
H -18.766 -24.441 13.491
H -17.618 -23.773 14.632
H -18.423 -27.296 13.264
C -21.529 -29.082 18.801
C -22.251 -27.773 18.477
C -21.632 -26.724 19.392
C -21.876 -25.302 18.885
C -21.497 -25.184 17.401
C -22.108 -26.200 16.437
N -22.027 -27.526 17.065
O -22.646 -28.527 16.252
C -23.553 -25.779 16.071
C -21.296 -26.179 15.135
C -23.760 -27.890 18.804
H -21.950 -29.835 18.129
H -20.448 -28.948 18.735
H -21.696 -29.453 19.815
H -22.048 -26.723 20.403
H -20.567 -26.905 19.572
H -22.880 -24.905 19.040
H -21.233 -24.589 19.403
H -20.409 -25.269 17.309
H -21.841 -24.218 17.029
H -24.187 -25.907 16.949
H -24.000 -26.453 15.340
H -23.577 -24.749 15.728
H -20.222 -26.129 15.317
H -21.634 -25.444 14.406
H -21.414 -27.117 14.578
H -23.801 -28.215 19.842
H -24.177 -26.883 18.782
H -24.288 -28.472 18.056
H -21.891 -29.027 15.917
C -16.915 -32.294 12.256
C -15.591 -31.577 12.246
C -15.639 -30.561 11.074
C -14.485 -29.555 11.039
C -14.280 -28.921 12.430
C -14.323 -29.822 13.655
N -15.356 -30.834 13.513
O -15.342 -31.769 14.613
C -12.943 -30.476 13.976
C -14.640 -28.904 14.857
C -14.400 -32.525 11.908
H -17.085 -32.892 11.360
H -17.742 -31.583 12.354
H -16.972 -33.074 13.025
H -15.588 -31.131 10.145
H -16.624 -30.081 11.025
H -14.672 -28.738 10.346
H -13.525 -29.994 10.757
H -15.112 -28.209 12.479
H -13.328 -28.399 12.346
H -12.076 -29.875 13.704
H -12.856 -30.573 15.061
H -12.804 -31.488 13.609
H -15.655 -28.488 14.757
H -14.739 -29.506 15.765
H -13.925 -28.102 15.012
H -14.451 -33.215 12.757
H -13.449 -32.043 11.736
H -14.665 -33.155 11.060
H -16.234 -31.752 14.946
```

Values from the calculation:
**Electronic energy**: -3789.21472 a.u.
**Net charge**: +2
**Frontier orbital gap**: 2.4 eV
**Molecular weight**: 812.9 g mol⁻¹
**E_HOMO**: -13.2 eV



No. 4
The following is a DFT calculation (the ωB97M-V functional and the def2-TZVPD basis) of a 6-piece molecular cluster, C28H57BrN5O6 overall in a non-equilibrium geometry.

```
97
C28H57BrN5O6 the ωB97M-V functional and the def2-TZVPD basis
C -0.782 0.659 4.200
C -0.901 0.232 2.681
C -1.953 1.133 1.939
Br -2.998 0.000 0.667
N -1.329 2.238 1.221
C -1.755 3.544 1.159
N -0.924 4.237 0.362
C 0.081 3.405 -0.100
N 1.077 3.712 -0.918
O 1.097 5.006 -1.372
C 2.064 2.694 -1.296
C 3.566 3.141 -1.142
C 3.822 4.291 -0.110
N 5.045 3.987 0.678
N -0.224 2.217 0.472
H 0.286 0.500 4.479
H -1.403 -0.022 4.820
H -1.080 1.712 4.388
H -1.134 -0.846 2.581
H 0.122 0.358 2.247
H -2.686 1.486 2.690
H -2.635 3.966 1.673
H 1.307 5.546 -0.579
H 1.903 2.493 -2.386
H 1.921 1.718 -0.791
H 4.119 2.249 -0.755
H 4.031 3.350 -2.131
H 2.952 4.534 0.548
H 4.081 5.214 -0.685
H 4.837 3.194 1.289
H 5.264 4.804 1.249
H 0.250 1.322 0.395
C 0.161 -4.363 0.811
C 0.377 -5.235 2.036
C 0.646 -4.201 3.116
O -0.090 -3.024 2.752
C -0.560 -3.166 1.405
H -0.403 -4.850 0.018
H 1.126 -4.053 0.401
H -0.539 -5.786 2.265
H 1.188 -5.955 1.925
H 1.708 -3.936 3.157
H 0.334 -4.536 4.106
H -1.642 -3.334 1.443
H -0.370 -2.242 0.852
C 1.239 -6.320 -4.322
C 1.395 -4.812 -4.296
C 0.547 -4.428 -3.097
O 0.605 -5.528 -2.179
C 1.195 -6.656 -2.841
H 2.039 -6.836 -4.852
H 0.289 -6.585 -4.795
H 2.442 -4.550 -4.111
H 1.078 -4.322 -5.215
H -0.501 -4.283 -3.382
H 0.902 -3.520 -2.603
H 2.203 -6.796 -2.436
H 0.609 -7.552 -2.630
C -0.574 8.445 -2.175
C -1.396 8.448 -0.897
C -0.380 7.980 0.130
O 0.904 8.433 -0.321
C 0.786 8.899 -1.674
H -0.975 9.089 -2.956
H -0.507 7.428 -2.571
H -1.720 9.466 -0.665
H -2.280 7.812 -0.941
H -0.351 6.887 0.188
H -0.579 8.377 1.128
H 0.861 9.991 -1.661
H 1.609 8.502 -2.271
C -1.954 -0.501 9.623
C -0.523 -0.827 9.235
C -0.625 -0.932 7.723
O -1.670 -0.038 7.316
C -2.394 0.393 8.478
H -2.047 -0.020 10.597
H -2.554 -1.415 9.636
H 0.134 0.003 9.509
H -0.137 -1.734 9.699
H -0.906 -1.944 7.413
H 0.306 -0.661 7.220
H -2.133 1.440 8.668
H -3.466 0.333 8.284
C -2.088 -3.730 -8.513
C -2.265 -5.239 -8.503
C -0.983 -5.700 -7.832
O -0.593 -4.658 -6.926
C -1.379 -3.490 -7.191
H -3.024 -3.179 -8.599
H -1.441 -3.438 -9.344
H -3.127 -5.507 -7.886
H -2.407 -5.671 -9.493
H -0.177 -5.830 -8.562
H -1.109 -6.634 -7.283
H -2.096 -3.373 -6.371
H -0.732 -2.611 -7.215
```

Values from the calculation:
**Electronic energy**: -4399.89670 a.u.
**Net charge**: +1
**Frontier orbital gap**: 7.9 eV
**Molecular weight**: 639.7 g mol⁻¹
**E_HOMO**: -11.0 eV



LUMO energy per entry: 0.0450 0.0167 -0.3968 -0.1132 Ha